1.
{
  "formula": "C35H33ClCoN4Si2",
  "method": "wB97M-V/def2-TZVPD",
  "orbital_gap_ev": [5.4, 6.9],
  "multiplicity": 5,
  "charge": 1,
  "max_force_ha_per_bohr": 0.1138,
  "s_squared": 6.0178,
  "symbols": ["C", "C", "C", "H", "C", "C", "H", "H", "H", "H", "Co", "Si", "C", "C", "H", "C", "H", "C", "H", "C", "H", "C", "H", "C", "C", "H", "C", "H", "C", "H", "C", "H", "C", "H", "H", "Si", "C", "C", "H", "C", "H", "C", "H", "C", "H", "C", "H", "C", "C", "H", "C", "H", "C", "H", "C", "H", "C", "H", "H", "Cl", "N", "C", "C", "N", "C", "C", "N", "C", "C", "N", "H", "H", "H", "H", "H", "H"],
  "xyz": [[-1.576, -0.646, 5.039], [-2.309, -0.203, 3.897], [-2.118, -1.166, 2.861], [-2.960, 0.660, 3.847], [-1.255, -2.185, 3.347], [-0.924, -1.870, 4.697], [-0.386, -2.513, 5.374], [-1.585, -0.187, 6.022], [-2.626, -1.173, 1.908], [-0.970, -3.073, 2.804], [-0.398, -0.394, 3.506], [0.468, -0.150, -2.719], [0.736, 1.396, -3.734], [1.881, 1.671, -4.500], [2.782, 1.059, -4.381], [1.842, 2.693, -5.459], [2.716, 2.882, -6.085], [0.679, 3.470, -5.609], [0.660, 4.269, -6.353], [-0.443, 3.216, -4.815], [-1.355, 3.802, -4.939], [-0.398, 2.216, -3.847], [-1.261, 2.033, -3.207], [0.885, -1.536, -3.868], [0.196, -1.502, -5.094], [-0.456, -0.650, -5.311], [0.367, -2.521, -6.029], [-0.147, -2.459, -6.991], [1.215, -3.595, -5.729], [1.339, -4.403, -6.456], [1.932, -3.613, -4.520], [2.640, -4.423, -4.319], [1.764, -2.588, -3.581], [2.333, -2.585, -2.645], [-0.980, -0.369, -2.581], [0.265, 0.020, 0.708], [-0.359, -1.617, 0.106], [-1.626, -1.715, -0.509], [-2.279, -0.840, -0.583], [-2.057, -2.938, -1.014], [-3.016, -2.997, -1.527], [-1.299, -4.095, -0.815], [-1.654, -5.059, -1.186], [-0.070, -4.010, -0.153], [0.514, -4.912, 0.041], [0.392, -2.789, 0.333], [1.318, -2.738, 0.911], [-0.883, 1.459, 0.409], [-2.260, 1.603, 0.716], [-2.783, 0.858, 1.332], [-2.983, 2.708, 0.251], [-4.033, 2.828, 0.536], [-2.373, 3.671, -0.556], [-2.943, 4.507, -0.953], [-1.022, 3.538, -0.876], [-0.525, 4.263, -1.525], [-0.272, 2.478, -0.360], [0.798, 2.409, -0.576], [1.113, -0.082, -1.293], [2.305, 0.359, 0.862], [1.210, 2.974, 4.873], [0.010, 3.610, 4.591], [-0.790, 2.700, 3.972], [-0.091, 1.503, 3.829], [1.144, 1.702, 4.373], [1.974, 0.544, 4.519], [1.431, -0.647, 4.118], [2.262, -1.655, 4.611], [3.307, -1.080, 5.288], [3.090, 0.289, 5.260], [2.023, 3.359, 5.338], [-0.176, 4.637, 4.875], [-1.793, 2.808, 3.598], [2.033, -2.698, 4.448], [4.147, -1.533, 5.797], [3.662, 1.012, 5.705]]
}

2.
{
  "formula": "C33H20Cl5IN2O2TeV",
  "method": "wB97M-V/def2-TZVPD",
  "orbital_gap_ev": [5.8, 6.5],
  "multiplicity": 2,
  "charge": 2,
  "max_force_ha_per_bohr": 0.0300,
  "s_squared": 0.7690,
  "symbols": ["V", "O", "C", "O", "C", "C", "C", "C", "C", "C", "C", "C", "C", "N", "H", "H", "H", "H", "H", "H", "I", "C", "C", "C", "C", "N", "C", "H", "H", "H", "H", "Te", "C", "C", "C", "C", "C", "C", "C", "C", "C", "C", "C", "C", "H", "H", "H", "H", "H", "H", "H", "H", "H", "H", "Cl", "C", "C", "C", "Cl", "C", "Cl", "C", "Cl", "C", "Cl"],
  "xyz": [[0.100, -0.221, 0.487], [3.735, -0.103, 1.835], [2.567, -0.070, 1.799], [1.805, -0.260, 0.619], [1.596, 0.170, 2.906], [2.027, 0.381, 4.201], [1.074, 0.608, 5.159], [-0.284, 0.598, 4.811], [-1.298, 0.818, 5.782], [-2.608, 0.770, 5.427], [-2.964, 0.476, 4.087], [-2.012, 0.261, 3.135], [-0.651, 0.342, 3.470], [0.320, 0.152, 2.511], [3.088, 0.372, 4.412], [1.357, 0.787, 6.189], [-1.006, 1.022, 6.805], [-3.381, 0.937, 6.164], [-4.012, 0.415, 3.824], [-2.287, -0.020, 2.129], [-3.891, 4.432, 0.605], [-2.058, 3.616, 0.135], [-1.041, 4.365, -0.444], [0.157, 3.741, -0.756], [0.307, 2.402, -0.473], [-0.678, 1.669, 0.098], [-1.842, 2.278, 0.389], [-1.184, 5.417, -0.655], [0.968, 4.285, -1.220], [1.228, 1.890, -0.723], [-2.623, 1.671, 0.820], [-2.479, -0.797, -0.908], [-4.318, 0.018, -0.310], [-5.069, 0.599, -1.325], [-6.348, 1.063, -1.039], [-6.864, 0.945, 0.243], [-6.105, 0.362, 1.251], [-4.826, -0.104, 0.978], [-2.995, -2.821, -0.711], [-3.412, -3.354, 0.503], [-3.714, -4.706, 0.580], [-3.588, -5.515, -0.545], [-3.172, -4.974, -1.752], [-2.873, -3.617, -1.842], [-4.674, 0.694, -2.327], [-6.941, 1.510, -1.825], [-7.864, 1.299, 0.457], [-6.518, 0.256, 2.247], [-4.261, -0.586, 1.758], [-3.506, -2.736, 1.386], [-4.042, -5.131, 1.520], [-3.821, -6.570, -0.480], [-3.088, -5.600, -2.631], [-2.555, -3.197, -2.788], [-0.851, -2.914, 2.939], [-0.290, -3.252, 1.333], [-0.065, -2.224, 0.435], [0.415, -2.571, -0.812], [0.691, -1.188, -1.896], [0.643, -3.860, -1.245], [1.208, -4.160, -2.826], [0.365, -4.886, -0.342], [0.583, -6.505, -0.822], [-0.093, -4.582, 0.946], [-0.421, -5.850, 2.041]]
}

3.
{
  "formula": "C4H11NO2",
  "method": "wB97M-V/def2-TZVPD",
  "orbital_gap_ev": 10.3,
  "charge": 0,
  "max_force_ha_per_bohr": 0.0699,
  "symbols": ["C", "C", "O", "H", "H", "H", "H", "H", "H", "C", "C", "O", "N", "H", "H", "H", "H", "H"],
  "xyz": [[-1.564, 0.686, -0.867], [-2.184, -0.655, -1.133], [0.785, 0.181, -0.938], [1.191, 1.060, -0.971], [-1.093, 1.122, -1.748], [-2.264, 1.418, -0.483], [-2.979, -0.531, -1.873], [-2.607, -1.066, -0.221], [-1.453, -1.357, -1.529], [2.618, -0.377, 1.335], [0.410, -0.070, 0.567], [1.434, 0.407, 1.371], [-0.796, 0.557, 0.798], [-0.612, 1.507, 1.117], [0.341, -1.163, 0.557], [2.418, -1.410, 1.649], [3.309, 0.079, 2.044], [3.046, -0.388, 0.327]]
}

The highest charge belongs to which entry? C33H20Cl5IN2O2TeV

Number 2 is which compound? C33H20Cl5IN2O2TeV

charge of number 3 (C4H11NO2)? 0

Copy entry 2 word for word.
{
  "formula": "C33H20Cl5IN2O2TeV",
  "method": "wB97M-V/def2-TZVPD",
  "orbital_gap_ev": [5.8, 6.5],
  "multiplicity": 2,
  "charge": 2,
  "max_force_ha_per_bohr": 0.0300,
  "s_squared": 0.7690,
  "symbols": ["V", "O", "C", "O", "C", "C", "C", "C", "C", "C", "C", "C", "C", "N", "H", "H", "H", "H", "H", "H", "I", "C", "C", "C", "C", "N", "C", "H", "H", "H", "H", "Te", "C", "C", "C", "C", "C", "C", "C", "C", "C", "C", "C", "C", "H", "H", "H", "H", "H", "H", "H", "H", "H", "H", "Cl", "C", "C", "C", "Cl", "C", "Cl", "C", "Cl", "C", "Cl"],
  "xyz": [[0.100, -0.221, 0.487], [3.735, -0.103, 1.835], [2.567, -0.070, 1.799], [1.805, -0.260, 0.619], [1.596, 0.170, 2.906], [2.027, 0.381, 4.201], [1.074, 0.608, 5.159], [-0.284, 0.598, 4.811], [-1.298, 0.818, 5.782], [-2.608, 0.770, 5.427], [-2.964, 0.476, 4.087], [-2.012, 0.261, 3.135], [-0.651, 0.342, 3.470], [0.320, 0.152, 2.511], [3.088, 0.372, 4.412], [1.357, 0.787, 6.189], [-1.006, 1.022, 6.805], [-3.381, 0.937, 6.164], [-4.012, 0.415, 3.824], [-2.287, -0.020, 2.129], [-3.891, 4.432, 0.605], [-2.058, 3.616, 0.135], [-1.041, 4.365, -0.444], [0.157, 3.741, -0.756], [0.307, 2.402, -0.473], [-0.678, 1.669, 0.098], [-1.842, 2.278, 0.389], [-1.184, 5.417, -0.655], [0.968, 4.285, -1.220], [1.228, 1.890, -0.723], [-2.623, 1.671, 0.820], [-2.479, -0.797, -0.908], [-4.318, 0.018, -0.310], [-5.069, 0.599, -1.325], [-6.348, 1.063, -1.039], [-6.864, 0.945, 0.243], [-6.105, 0.362, 1.251], [-4.826, -0.104, 0.978], [-2.995, -2.821, -0.711], [-3.412, -3.354, 0.503], [-3.714, -4.706, 0.580], [-3.588, -5.515, -0.545], [-3.172, -4.974, -1.752], [-2.873, -3.617, -1.842], [-4.674, 0.694, -2.327], [-6.941, 1.510, -1.825], [-7.864, 1.299, 0.457], [-6.518, 0.256, 2.247], [-4.261, -0.586, 1.758], [-3.506, -2.736, 1.386], [-4.042, -5.131, 1.520], [-3.821, -6.570, -0.480], [-3.088, -5.600, -2.631], [-2.555, -3.197, -2.788], [-0.851, -2.914, 2.939], [-0.290, -3.252, 1.333], [-0.065, -2.224, 0.435], [0.415, -2.571, -0.812], [0.691, -1.188, -1.896], [0.643, -3.860, -1.245], [1.208, -4.160, -2.826], [0.365, -4.886, -0.342], [0.583, -6.505, -0.822], [-0.093, -4.582, 0.946], [-0.421, -5.850, 2.041]]
}